No. 1
A cluster of 2 separate species, C3H10NO2 in total in a non-equilibrium geometry. Source: the Open Molecules 2025 dataset; level of theory: the ωB97M-V functional and the def2-TZVPD basis.

```
! wB97M-V def2-TZVPD RIJCOSX def2/J DEFGRID3
* xyz 1 1
O -1.960 1.719 0.230
C -2.016 0.681 0.827
C -0.855 -0.282 0.946
N 0.286 0.406 0.424
C 1.433 -0.549 0.348
H -2.837 0.179 1.439
H -0.791 -1.390 0.511
H -0.634 -0.521 2.069
H 0.439 1.305 0.987
H 0.239 0.767 -0.542
H 2.376 0.037 0.609
H 1.261 -1.461 1.039
H 1.570 -0.957 -0.626
H 0.677 -0.784 -2.924
H 0.426 0.788 -2.984
O 0.384 0.063 -2.353
*
```

Results
Kohn-Sham gap ... 0.417 Eh
Energy relative to the best compared isomer or geometry (same formula, charge and spin) ... 51.88 kcal/mol

=====

No. 2
A cluster of 2 separate species, C3H10NO2 in total in a non-equilibrium geometry. Source: the Open Molecules 2025 dataset; level of theory: the ωB97M-V functional and the def2-TZVPD basis.

```
! wB97M-V def2-TZVPD RIJCOSX def2/J DEFGRID3
* xyz 1 1
O -0.678 -0.075 -1.291
C -0.892 -0.913 -0.415
C 0.098 -0.976 0.656
C 1.455 -1.443 -0.007
N 0.357 0.345 1.174
H -1.918 -1.317 -0.416
H -0.248 -1.615 1.553
H 1.662 -0.632 -0.721
H 1.286 -2.288 -0.701
H 2.269 -1.573 0.692
H 1.288 0.493 1.368
H -0.111 0.393 2.089
H -0.114 1.064 0.518
H 0.122 2.560 -1.044
H -1.233 1.824 -0.432
O -0.506 2.408 -0.276
*
```

Results
Kohn-Sham gap ... 0.398 Eh
Energy relative to the best compared isomer or geometry (same formula, charge and spin) ... 48.03 kcal/mol

=====

No. 3
A cluster of 3 separate species, C3H10NO2 in total in a non-equilibrium geometry. Source: the Open Molecules 2025 dataset; level of theory: the ωB97M-V functional and the def2-TZVPD basis.

```
! wB97M-V def2-TZVPD RIJCOSX def2/J DEFGRID3
* xyz 1 1
C 1.431 -1.104 0.643
C 0.908 -2.190 0.128
C 0.896 1.263 0.393
N 0.582 0.068 0.727
H 2.471 -1.011 0.914
H 1.435 -3.131 0.127
H -0.084 -2.244 -0.277
H 1.428 1.462 -0.534
H 0.317 2.075 0.814
H -0.190 -0.011 1.393
H -0.457 1.965 -3.021
H -1.510 1.332 -2.179
O -0.547 1.449 -2.209
H -2.896 -0.678 1.172
H -2.639 0.218 -0.021
O -2.254 -0.036 0.826
*
```

Results
Kohn-Sham gap ... 0.365 Eh
Energy relative to the best compared isomer or geometry (same formula, charge and spin) ... 52.56 kcal/mol

=====

No. 4
A cluster of 2 separate species, C3H10NO2 in total in a non-equilibrium geometry. Source: the Open Molecules 2025 dataset; level of theory: the ωB97M-V functional and the def2-TZVPD basis.

```
! wB97M-V def2-TZVPD RIJCOSX def2/J DEFGRID3
* xyz 1 1
O 1.843 0.887 0.432
C 0.843 1.463 0.097
C -0.360 0.636 -0.405
C -0.724 1.106 -1.811
N 0.108 -0.772 -0.363
H 0.860 2.551 -0.040
H -1.129 0.787 0.358
H 0.153 1.090 -2.457
H -1.227 2.058 -1.785
H -1.383 0.355 -2.253
H 1.113 -0.673 -0.075
H 0.093 -1.282 -1.246
H -0.388 -1.376 0.308
H -1.881 -2.927 1.771
H -0.885 -2.150 2.707
O -1.092 -2.379 1.792
*
```

Results
Kohn-Sham gap ... 0.429 Eh
Energy relative to the best compared isomer or geometry (same formula, charge and spin) ... 15.75 kcal/mol

=====

No. 5
A cluster of 3 separate species, C3H10NO2 in total in a non-equilibrium geometry. Source: the Open Molecules 2025 dataset; level of theory: the ωB97M-V functional and the def2-TZVPD basis.

```
! wB97M-V def2-TZVPD RIJCOSX def2/J DEFGRID3
* xyz 1 1
C -0.812 0.851 -0.837
C -2.090 0.671 -1.053
C -0.529 1.025 1.512
N -0.310 0.476 0.424
H -0.141 1.110 -1.575
H -2.886 0.250 -0.337
H -2.374 0.636 -2.171
H 0.149 0.565 2.347
H -1.038 1.946 1.942
H 0.550 -0.146 0.346
H 1.671 -1.790 1.474
H 0.900 -3.094 0.929
O 0.974 -2.126 0.855
H 1.436 -0.361 -1.766
H 2.658 -0.049 -1.059
O 1.843 0.035 -1.028
*
```

Results
Kohn-Sham gap ... 0.386 Eh
Energy relative to the best compared isomer or geometry (same formula, charge and spin) ... 85.26 kcal/mol

=====

No. 6
A cluster of 2 separate species, C3H10NO2 in total in a non-equilibrium geometry. Source: the Open Molecules 2025 dataset; level of theory: the ωB97M-V functional and the def2-TZVPD basis.

```
! wB97M-V def2-TZVPD RIJCOSX def2/J DEFGRID3
* xyz 1 1
O -1.414 -1.509 1.241
C -0.294 -1.200 1.610
C 0.132 0.208 0.937
C 1.538 0.484 0.764
N -0.852 0.583 -0.220
H 0.429 -1.652 2.203
H -0.153 0.943 1.696
H 2.043 -0.016 -0.023
H 2.104 0.231 1.747
H 1.730 1.518 0.752
H -0.889 -0.164 -0.915
H -0.395 1.368 -0.755
H -1.777 0.797 0.169
H -1.574 -0.714 -3.137
H 0.022 -0.528 -3.305
O -0.651 -0.347 -2.763
*
```

Results
Kohn-Sham gap ... 0.400 Eh
Energy relative to the best compared isomer or geometry (same formula, charge and spin) ... 47.38 kcal/mol

=====

No. 7
A cluster of 2 separate species, C3H10NO2 in total in a non-equilibrium geometry. Source: the Open Molecules 2025 dataset; level of theory: the ωB97M-V functional and the def2-TZVPD basis.

```
! wB97M-V def2-TZVPD RIJCOSX def2/J DEFGRID3
* xyz 1 1
C 0.835 0.251 0.315
C 0.683 -1.193 0.825
C -0.672 -1.577 1.343
O -1.684 -0.956 1.150
N -0.434 0.750 -0.361
H 1.091 0.912 1.127
H 1.565 0.224 -0.475
H 0.847 -1.892 0.012
H 1.393 -1.421 1.610
H -0.690 -2.523 1.898
H -0.177 1.129 -1.285
H -1.141 0.019 -0.393
H -0.774 1.561 0.150
H 0.969 2.648 -3.083
H 1.375 1.205 -3.132
O 0.959 1.845 -2.539
*
```

Results
Kohn-Sham gap ... 0.408 Eh
Energy relative to the best compared isomer or geometry (same formula, charge and spin) ... 15.55 kcal/mol

=====

No. 8
A cluster of 2 separate species, C3H10NO2S in total in a non-equilibrium geometry. Source: the Open Molecules 2025 dataset; level of theory: the ωB97M-V functional and the def2-TZVPD basis.

```
! wB97M-V def2-TZVPD RIJCOSX def2/J DEFGRID3
* xyz 1 1
O -1.009 0.515 1.791
C -0.122 -0.021 1.194
C 0.066 0.089 -0.316
C 0.669 -1.191 -0.869
S 2.400 -1.454 -0.376
N -1.260 0.379 -0.992
H 0.650 -0.662 1.653
H 0.658 0.966 -0.568
H 0.660 -1.287 -1.947
H 0.116 -2.067 -0.513
H 2.976 -0.511 -1.130
H -1.199 0.597 -1.982
H -1.654 1.271 -0.580
H -1.960 -0.358 -0.870
H -2.261 2.040 1.158
H -2.592 3.344 0.426
O -2.511 2.400 0.301
*
```

Results
Kohn-Sham gap ... 0.345 Eh
Energy relative to the best compared isomer or geometry (same formula, charge and spin) ... 5.22 kcal/mol

=====

No. 9
The ion C3H10NO2Si with charge +1 in a non-equilibrium geometry. Source: the Open Molecules 2025 dataset; level of theory: the ωB97M-V functional and the def2-TZVPD basis.

```
! wB97M-V def2-TZVPD RIJCOSX def2/J DEFGRID3
* xyz 1 1
C 3.003 0.117 -0.386
C 1.911 0.438 0.268
Si 0.280 -0.461 0.000
O -0.446 -1.174 1.299
O 0.303 -1.421 -1.308
C -1.156 0.819 -0.122
N -2.530 0.168 0.196
H 3.819 0.726 -0.258
H 3.011 -0.621 -1.106
H 1.758 1.393 0.786
H -0.015 -1.586 2.052
H 0.971 -1.389 -1.901
H -0.985 1.534 0.686
H -1.373 1.465 -1.030
H -2.688 -0.911 -0.094
H -3.205 0.752 -0.288
H -2.657 0.151 1.206
*
```

Results
Kohn-Sham gap ... 0.386 Eh
Structure (SMILES) ... C=C[Si](O)(O)C[NH3+]
Energy relative to the best compared isomer or geometry (same formula, charge and spin) ... 16.55 kcal/mol

=====

No. 10
A cluster of 2 separate species, C3H10NO3 in total in a non-equilibrium geometry. Source: the Open Molecules 2025 dataset; level of theory: the ωB97M-V functional and the def2-TZVPD basis.

```
! wB97M-V def2-TZVPD RIJCOSX def2/J DEFGRID3
* xyz -1 1
C -0.721 1.269 0.520
O -1.361 2.147 -0.263
C -0.018 0.080 -0.293
C 1.154 0.755 -1.013
O 2.209 -0.217 -1.367
N 0.489 -0.846 0.755
H -1.406 0.738 1.230
H 0.142 1.755 1.037
H -0.692 -0.526 -0.884
H 0.853 1.257 -1.929
H 1.666 1.381 -0.329
H 1.789 -0.856 -1.955
H 1.232 -1.447 0.441
H 0.769 -0.322 1.564
H -2.720 -1.368 0.660
H -1.251 -1.696 0.943
O -2.135 -2.105 0.882
*
```

Results
Kohn-Sham gap ... 0.234 Eh
Energy relative to the best compared isomer or geometry (same formula, charge and spin) ... 14.80 kcal/mol

=====

No. 11
A cluster of 2 separate species, C3H10NO3S in total in a non-equilibrium geometry. Source: the Open Molecules 2025 dataset; level of theory: the ωB97M-V functional and the def2-TZVPD basis.

```
! wB97M-V def2-TZVPD RIJCOSX def2/J DEFGRID3
* xyz 1 1
O -0.786 1.084 -1.572
C -1.015 1.058 -0.408
O -2.091 1.536 0.223
C -0.195 0.330 0.706
C -0.952 -0.944 1.126
S 0.092 -2.218 1.843
N 1.218 0.058 0.175
H -2.850 1.800 -0.308
H -0.148 1.010 1.556
H -1.803 -0.570 1.697
H -1.345 -1.486 0.277
H -0.052 -1.751 3.082
H 1.279 0.383 -0.819
H 1.842 0.573 0.781
H 1.329 -0.955 0.280
H 1.526 0.622 -3.368
H 2.257 -0.651 -2.695
O 1.692 0.120 -2.576
*
```

Results
Kohn-Sham gap ... 0.390 Eh
Energy relative to the best compared isomer or geometry (same formula, charge and spin) ... 10.11 kcal/mol

=====

No. 12
A cluster of 2 separate species, C3H10NO3S in total in a non-equilibrium geometry. Source: the Open Molecules 2025 dataset; level of theory: the ωB97M-V functional and the def2-TZVPD basis.

```
! wB97M-V def2-TZVPD RIJCOSX def2/J DEFGRID3
* xyz 1 1
O -2.867 0.618 0.005
C -2.052 -0.233 0.236
O -2.355 -1.522 0.095
C -0.629 -0.037 0.800
C 0.249 -1.206 0.327
S 1.958 -0.817 0.061
N -0.105 1.262 0.213
H -3.270 -1.683 -0.162
H -0.748 0.034 1.884
H 0.066 -2.030 1.064
H -0.085 -1.673 -0.607
H 2.539 -1.375 1.152
H -0.868 1.945 0.332
H 0.628 1.667 0.803
H 0.375 1.112 -0.707
H 2.287 1.793 -2.404
H 2.748 0.701 -1.579
O 2.130 1.442 -1.512
*
```

Results
Kohn-Sham gap ... 0.379 Eh
Energy relative to the best compared isomer or geometry (same formula, charge and spin) ... 18.27 kcal/mol

=====

What did the tenth record say?
A cluster of 2 separate species, C3H10NO3 in total in a non-equilibrium geometry. Source: the Open Molecules 2025 dataset; level of theory: the ωB97M-V functional and the def2-TZVPD basis.

```
! wB97M-V def2-TZVPD RIJCOSX def2/J DEFGRID3
* xyz -1 1
C -0.721 1.269 0.520
O -1.361 2.147 -0.263
C -0.018 0.080 -0.293
C 1.154 0.755 -1.013
O 2.209 -0.217 -1.367
N 0.489 -0.846 0.755
H -1.406 0.738 1.230
H 0.142 1.755 1.037
H -0.692 -0.526 -0.884
H 0.853 1.257 -1.929
H 1.666 1.381 -0.329
H 1.789 -0.856 -1.955
H 1.232 -1.447 0.441
H 0.769 -0.322 1.564
H -2.720 -1.368 0.660
H -1.251 -1.696 0.943
O -2.135 -2.105 0.882
*
```

Results
Kohn-Sham gap ... 0.234 Eh
Energy relative to the best compared isomer or geometry (same formula, charge and spin) ... 14.80 kcal/mol

=====

What is the Kohn-Sham gap in the twelfth record?
0.379 Eh